Formula: C2H13NO4
Source: OMol25
Level of theory: wB97M-V/def2-TZVPD

## Properties
* HOMO-LUMO gap: 9.173 eV
* lowest unoccupied orbital energy: 0.4 eV
* net charge: 0
* HOMO energy: -8.74 eV
* relative energy (zero: lowest compared OMol25 entry of this formula, charge and spin): 142.4 kJ/mol

Last column: natural (NBO) charge in e.
Element x y z (Å)
C (-2.066, -2.298, -0.250)  -0.422
N (-0.718, -1.858, 0.027)  -0.620
C (-0.628, -0.998, 1.189)  0.085
O (-0.706, -1.854, 2.361)  -0.762
H (-2.618, -1.430, -0.633)  0.192
H (-2.051, -3.002, -1.083)  0.201
H (-2.638, -2.669, 0.610)  0.178
H (-0.058, -2.605, 0.213)  0.357
H (-1.487, -0.334, 1.209)  0.168
H (0.374, -0.582, 1.184)  0.161
H (-0.401, -1.386, 3.124)  0.463
H (-0.239, 2.360, -0.641)  0.471
H (-0.940, 3.420, -1.510)  0.468
O (-0.995, 2.971, -0.672)  -0.938
H (4.392, 2.296, 0.473)  0.472
H (3.714, 3.689, 0.554)  0.476
O (3.780, 2.867, 0.028)  -0.947
H (1.187, 1.187, -1.843)  0.454
H (1.406, -0.139, -2.353)  0.465
O (0.690, 0.363, -1.988)  -0.919